1.
A molecular structure, C37H46AsBrN4O2Pt at a distorted geometry, computed with the ωB97M-V functional and the def2-TZVPD basis.

Its HOMO energy is -6.457 eV. As for the charge: 0. The calculation puts the HOMO-LUMO gap at 6.5 eV.

Element x y z (Å)
Pt -1.062 0.563 1.531
C -2.875 0.946 3.903
C -1.496 0.717 4.560
N -0.430 1.415 3.855
C -0.342 2.855 3.990
C -0.010 3.519 2.635
N -0.709 2.939 1.496
C -2.076 3.364 1.208
C -3.045 2.806 2.229
N -2.804 1.365 2.481
H -3.423 0.008 3.953
H -3.449 1.683 4.463
H -1.551 0.981 5.621
H -1.264 -0.346 4.497
H 0.458 0.960 4.016
H -1.285 3.234 4.385
H 0.431 3.150 4.700
H -0.190 4.595 2.714
H 1.053 3.375 2.449
H -0.142 3.013 0.663
H -2.182 4.456 1.172
H -2.330 2.958 0.227
H -2.945 3.342 3.168
H -4.061 2.973 1.878
H -3.430 0.795 1.920
C -2.868 -0.237 -5.292
C -1.843 0.013 -4.213
C -1.318 1.279 -3.995
C -0.402 1.525 -2.975
C 0.139 2.937 -2.833
C 0.007 0.470 -2.141
As 1.055 1.030 -0.577
N 0.577 -0.216 0.690
C 1.255 -1.252 1.332
C 0.718 -1.837 2.503
C 1.385 -2.842 3.192
C 2.608 -3.330 2.750
C 3.122 -2.810 1.572
C 2.464 -1.809 0.866
C 2.958 0.733 -0.981
C 3.808 1.088 0.077
C 3.320 1.587 1.424
C 5.187 0.912 -0.050
C 5.750 0.388 -1.198
C 7.237 0.161 -1.317
C 4.896 0.064 -2.249
C 3.517 0.228 -2.175
C 2.718 -0.156 -3.401
C -0.483 -0.829 -2.379
C -0.045 -2.047 -1.604
C -1.396 -1.025 -3.407
H -3.022 0.653 -5.903
H -3.830 -0.516 -4.852
H -2.565 -1.057 -5.947
H -1.625 2.101 -4.638
H -0.102 3.525 -3.720
H 1.222 2.955 -2.710
H -0.291 3.446 -1.966
H -0.261 -1.522 2.838
H 0.929 -3.262 4.082
H 3.125 -4.117 3.289
H 4.062 -3.188 1.181
H 2.888 -1.462 -0.062
H 2.267 1.848 1.427
H 3.890 2.467 1.731
H 3.465 0.810 2.181
H 5.828 1.182 0.787
H 7.761 0.484 -0.417
H 7.652 0.706 -2.167
H 7.454 -0.898 -1.472
H 5.321 -0.335 -3.168
H 3.397 -0.433 -4.208
H 2.089 0.659 -3.755
H 2.061 -1.005 -3.211
H 1.018 -2.030 -1.378
H -0.262 -2.952 -2.176
H -0.564 -2.122 -0.649
H -1.764 -2.032 -3.589
Br -5.960 -3.286 -3.503
C -4.912 -3.437 -1.925
C -4.726 -4.687 -1.360
C -3.947 -4.795 -0.212
C -3.379 -3.664 0.361
C -3.583 -2.417 -0.221
C -4.345 -2.300 -1.381
C -2.935 -1.186 0.352
O -2.920 -0.161 -0.356
O -2.452 -1.278 1.548
H -5.181 -5.562 -1.808
H -3.779 -5.773 0.230
H -2.767 -3.726 1.252
H -4.462 -1.327 -1.841

2.
A molecular structure, C21H56AsF6O22S7V at a distorted geometry, computed with the ωB97M-V functional and the def2-TZVPD basis.

Its HOMO energy (alpha / beta) is -12.651 / -12.651 eV. The multiplicity is 2. As for the charge: +1. The calculation puts the HOMO-LUMO gap (alpha / beta) at 9.5 / 10.1 eV.

Element x y z (Å)
O 15.594 -6.516 5.517
V 14.595 -5.333 5.590
As 13.906 -1.808 4.256
F 12.692 -1.895 5.482
F 12.811 -2.550 3.163
F 15.143 -1.834 3.056
F 15.035 -1.252 5.422
F 14.427 -3.485 4.732
F 13.439 -0.238 3.816
O 12.508 -5.033 5.693
S 11.089 -5.267 5.714
O 10.566 -6.562 5.447
O 10.707 -4.796 7.151
C 9.335 -4.871 7.590
C 9.266 -5.250 9.053
C 10.257 -4.109 4.681
H 8.748 -5.592 7.019
H 8.898 -3.878 7.467
H 8.207 -5.309 9.310
H 9.838 -4.578 9.687
H 9.632 -6.263 9.220
H 9.885 -4.610 3.796
H 10.889 -3.247 4.474
H 9.411 -3.742 5.263
O 14.200 -5.418 9.912
S 14.345 -4.307 9.050
O 14.431 -4.538 7.629
O 13.151 -3.338 9.304
C 12.887 -2.286 8.313
C 11.539 -1.685 8.682
C 15.718 -3.326 9.539
H 12.836 -2.797 7.357
H 13.690 -1.551 8.334
H 10.935 -2.509 9.068
H 11.046 -1.369 7.764
H 11.622 -0.941 9.467
H 15.616 -3.223 10.620
H 15.679 -2.344 9.074
H 16.633 -3.881 9.355
O 18.884 -3.852 6.937
S 17.758 -3.208 6.337
O 16.562 -3.943 6.087
O 17.365 -1.935 7.191
C 18.294 -1.442 8.185
C 18.265 0.068 8.196
C 18.329 -2.479 4.834
H 19.303 -1.796 7.987
H 17.969 -1.819 9.158
H 17.331 0.486 8.567
H 18.567 0.455 7.223
H 19.013 0.450 8.898
H 18.478 -3.309 4.146
H 19.249 -1.936 5.033
H 17.588 -1.769 4.469
O 11.788 -7.332 8.705
S 12.813 -7.950 7.935
O 13.641 -7.166 7.079
O 13.847 -8.678 8.881
C 13.292 -9.641 9.797
C 13.925 -9.473 11.168
C 12.032 -9.260 7.015
H 13.565 -10.642 9.455
H 12.211 -9.577 9.917
H 13.510 -10.230 11.829
H 13.832 -8.445 11.522
H 15.011 -9.602 11.139
H 12.755 -10.044 6.806
H 11.728 -8.803 6.075
H 11.189 -9.579 7.617
O 13.866 -6.243 3.514
S 13.044 -6.243 2.335
O 11.712 -5.744 2.402
O 13.874 -5.591 1.151
C 13.446 -4.363 0.516
C 13.646 -4.437 -0.971
C 13.041 -7.905 1.690
H 13.956 -3.509 0.943
H 12.377 -4.227 0.685
H 14.688 -4.612 -1.252
H 13.299 -3.522 -1.450
H 13.096 -5.246 -1.457
H 12.284 -8.394 2.301
H 14.041 -8.268 1.917
H 12.814 -7.891 0.632
O 17.362 -6.001 10.316
S 17.670 -6.729 9.117
O 16.903 -6.492 7.943
O 19.190 -6.505 8.768
C 19.980 -5.539 9.527
C 20.366 -6.052 10.894
C 17.702 -8.466 9.490
H 19.535 -4.548 9.451
H 20.849 -5.483 8.868
H 19.482 -6.135 11.525
H 21.089 -5.372 11.338
H 20.732 -7.074 10.796
H 16.736 -8.918 9.282
H 17.932 -8.538 10.549
H 18.483 -8.864 8.849
O 16.189 -4.996 3.193
S 17.227 -5.302 2.274
O 18.586 -5.399 2.696
O 16.806 -6.698 1.614
C 17.663 -7.197 0.579
C 16.885 -7.364 -0.725
C 17.113 -4.182 0.897
H 17.922 -8.223 0.849
H 18.596 -6.661 0.423
H 17.441 -8.004 -1.409
H 16.714 -6.425 -1.259
H 15.907 -7.797 -0.515
H 16.197 -4.457 0.379
H 17.958 -4.310 0.230
H 17.026 -3.201 1.360

3.
A molecular structure, C14H13CaNS at a distorted geometry, computed with the ωB97M-V functional and the def2-TZVPD basis.

Its HOMO energy (alpha / beta) is -5.301 / -4.658 eV. As for the charge: 0. The calculation puts the HOMO-LUMO gap (alpha / beta) at 4.2 / 3.9 eV.

Element x y z (Å)
Ca -1.369 0.821 0.522
C -4.649 -2.255 0.627
H -3.867 -1.430 0.456
H -5.506 -1.939 0.003
H -4.925 -2.152 1.688
H -4.313 -3.224 0.365
H -2.928 -1.834 -0.424
S 2.995 0.851 -0.316
C 2.251 1.737 -1.694
C 2.814 2.723 -2.493
C 1.973 3.406 -3.389
C 0.601 3.137 -3.423
C 0.034 2.167 -2.617
C 0.894 1.472 -1.776
N 0.448 0.715 -0.685
C 1.442 0.272 0.126
C 1.128 -0.561 1.289
C 2.138 -1.096 2.134
C 1.760 -1.999 3.127
C 0.422 -2.375 3.293
C -0.580 -1.798 2.477
C -0.205 -0.892 1.538
H 3.871 2.949 -2.412
H 2.400 4.143 -4.064
H -0.031 3.687 -4.102
H -1.020 1.918 -2.568
H 3.171 -0.809 1.950
H 2.527 -2.414 3.772
H 0.155 -3.121 4.034
H -1.632 -2.099 2.563

Across the entries above, M takes the values 928.71 1124.98 267.41 g/mol, respectively.